C43H108KN8O24PV2 as an isolated structure, computed with wB97M-V/def2-TZVPD.

Atoms and positions in Å:
O (-1.5774, -3.2826, -5.3637)
V (-1.2339, -1.8513, -4.8299)
O (-0.3020, -1.0949, -5.8835)
O (-0.2573, 1.1302, -1.3667)
V (-1.4237, 0.0165, -1.5852)
O (-2.1458, -0.1259, -0.1810)
K (-4.8887, 0.0206, -0.8657)
P (-3.2000, -0.6827, -3.5750)
O (-4.6137, -1.0392, -3.2238)
O (-2.7310, -0.6806, -5.0082)
O (-1.9483, -1.5644, -3.0191)
O (-2.8301, 0.6020, -2.6799)
C (-0.1205, 2.6122, 1.7833)
O (0.1315, 3.1841, 3.0109)
C (-0.9903, 3.7172, 3.6476)
C (-0.5079, 4.4544, 4.8825)
N (-1.6085, 4.8651, 5.7764)
C (-1.0755, 5.3109, 7.1215)
C (-2.1791, 5.9456, 7.8789)
O (-2.1578, 7.2613, 7.3975)
C (-3.3726, 7.9464, 7.6223)
H (-0.8362, 1.7838, 1.7834)
H (0.8330, 2.1520, 1.3819)
H (-0.5351, 3.2765, 1.0633)
H (-1.7029, 2.8819, 3.9468)
H (-1.6164, 4.2761, 2.9492)
H (0.1525, 5.3197, 4.5642)
H (0.0014, 3.6536, 5.3712)
H (-2.0250, 5.7008, 5.3185)
H (-0.2442, 5.9593, 6.9843)
H (-0.6116, 4.3708, 7.4952)
H (-1.9954, 5.9560, 8.9647)
H (-3.1762, 5.4644, 7.6346)
H (-3.5353, 8.7427, 6.9248)
H (-3.3160, 8.3384, 8.6797)
H (-4.1595, 7.2435, 7.4875)
C (-0.3774, 5.2374, -3.1508)
O (-1.4678, 5.1507, -4.0748)
C (-1.9029, 3.8266, -4.2033)
C (-2.9764, 3.7555, -5.2630)
N (-2.8042, 2.5937, -6.1653)
C (-3.6127, 2.6923, -7.3992)
C (-3.6989, 1.3246, -7.9855)
O (-4.3035, 1.3356, -9.2909)
C (-3.3828, 1.7102, -10.2834)
H (-0.1141, 6.2887, -3.1357)
H (0.4141, 4.5338, -3.4785)
H (-0.7256, 4.8492, -2.1327)
H (-2.3344, 3.4867, -3.2230)
H (-1.0206, 3.1497, -4.5184)
H (-2.9221, 4.6810, -5.8760)
H (-3.9510, 3.7213, -4.8010)
H (-3.2540, 1.8519, -5.6492)
H (-3.0630, 3.4349, -8.0646)
H (-4.5907, 3.1455, -7.2558)
H (-4.3182, 0.7365, -7.3597)
H (-2.7468, 0.7741, -7.9840)
H (-4.0241, 2.1122, -11.0795)
H (-2.7808, 0.8797, -10.5654)
H (-2.8220, 2.5346, -9.9037)
C (6.1703, -3.8745, 2.7156)
O (5.6894, -2.5928, 2.4013)
C (5.3340, -2.4016, 1.0599)
C (4.6616, -0.9898, 1.1044)
N (3.5044, -0.9482, 1.9089)
C (2.9096, 0.3696, 1.9332)
C (3.8506, 1.5670, 2.3372)
O (4.5218, 1.3124, 3.5959)
C (3.7315, 1.6018, 4.7309)
H (6.8310, -4.1804, 1.9199)
H (5.3839, -4.6503, 2.8380)
H (6.7479, -3.7733, 3.6300)
H (4.5775, -3.1744, 0.7600)
H (6.2349, -2.4548, 0.4401)
H (4.3788, -0.7922, 0.0553)
H (5.4486, -0.2975, 1.4113)
H (3.7228, -1.1755, 2.8662)
H (1.9324, 0.2991, 2.5652)
H (2.6607, 0.5456, 0.9105)
H (3.2066, 2.4655, 2.4979)
H (4.5944, 1.6917, 1.5217)
H (2.7753, 0.9991, 4.8993)
H (3.4787, 2.7234, 4.7287)
H (4.3758, 1.4591, 5.5659)
C (-3.5950, -3.7902, -0.9579)
O (-4.7844, -3.2197, -0.4118)
C (-4.7684, -3.4650, 0.9683)
C (-4.4710, -2.1987, 1.7028)
N (-5.4838, -1.1190, 1.6233)
C (-5.3184, -0.1109, 2.6796)
C (-4.2911, 0.9178, 2.3863)
O (-4.9295, 1.7615, 1.4359)
C (-4.2105, 3.0009, 1.1118)
H (-3.5888, -3.5642, -1.9957)
H (-3.7053, -4.8497, -0.9153)
H (-2.6675, -3.4930, -0.3844)
H (-4.1287, -4.3216, 1.1930)
H (-5.8023, -3.8699, 1.1960)
H (-3.5807, -1.8212, 1.2335)
H (-4.2268, -2.4544, 2.7562)
H (-6.3752, -1.5299, 1.6102)
H (-5.0920, -0.6245, 3.6134)
H (-6.2463, 0.4002, 2.8145)
H (-3.2895, 0.5416, 2.0818)
H (-4.3382, 1.4213, 3.3103)
H (-4.9882, 3.7435, 1.1424)
H (-3.7566, 2.8699, 0.1689)
H (-3.5155, 3.1213, 1.9147)
C (0.1499, -7.7076, 8.0021)
O (0.7569, -6.6693, 7.3177)
C (0.6279, -6.8063, 5.8883)
C (1.0878, -5.5265, 5.2340)
N (0.2980, -4.4246, 5.8270)
C (0.8229, -3.1987, 5.2749)
C (-0.1225, -1.9913, 5.4937)
O (0.4907, -0.8806, 4.8793)
C (-0.0651, 0.2977, 5.2909)
H (0.5891, -8.6656, 7.7818)
H (-0.8946, -7.7684, 7.7840)
H (0.3112, -7.5938, 9.0717)
H (-0.4147, -6.9868, 5.6102)
H (1.2902, -7.6289, 5.5375)
H (0.9657, -5.5356, 4.1897)
H (2.2060, -5.3559, 5.3381)
H (0.6091, -4.4036, 6.7562)
H (0.9849, -3.3774, 4.2154)
H (1.8681, -3.0842, 5.6607)
H (-0.1749, -1.8595, 6.6204)
H (-1.1046, -2.1321, 5.0879)
H (0.0218, 0.3706, 6.4225)
H (-1.0672, 0.3941, 4.9161)
H (0.5261, 1.1005, 4.8542)
C (0.6471, -3.8768, -3.8197)
O (0.2861, -2.5193, -3.5221)
C (1.3278, -1.6227, -3.1681)
C (1.3888, -1.5235, -1.6456)
N (0.0461, -1.5484, -0.9842)
C (0.5171, -1.4918, 0.4621)
C (-0.2668, -2.2482, 1.4502)
O (-0.4804, -3.5694, 0.8974)
C (0.6411, -4.4687, 1.1414)
H (1.2268, -3.9451, -4.7386)
H (-0.2316, -4.5123, -3.8899)
H (1.3098, -4.2550, -3.0099)
H (0.9317, -0.7029, -3.6241)
H (2.2737, -1.9092, -3.5615)
H (1.8058, -0.5980, -1.2695)
H (1.9860, -2.3394, -1.2612)
H (-0.4262, -2.4640, -1.1570)
H (0.6974, -0.4310, 0.6526)
H (1.4690, -1.9461, 0.5454)
H (-1.1819, -1.6911, 1.7277)
H (0.3359, -2.2377, 2.4005)
H (1.2076, -4.4774, 0.1857)
H (0.2973, -5.4688, 1.3649)
H (1.3669, -4.1055, 1.9060)
C (2.5035, -2.1424, -7.2285)
O (3.4559, -1.1891, -6.7444)
C (4.5365, -1.7023, -5.9177)
C (5.1573, -0.4878, -5.3100)
N (4.3256, -0.0476, -4.2483)
C (4.7669, 1.1065, -3.4360)
C (3.6970, 1.3005, -2.4040)
O (3.8830, 2.5710, -1.8425)
C (2.8510, 2.9334, -1.0125)
H (2.4091, -2.9494, -6.5538)
H (2.8133, -2.5417, -8.2250)
H (1.5098, -1.6743, -7.2889)
H (5.2784, -2.2413, -6.4748)
H (4.0968, -2.3479, -5.1046)
H (5.2802, 0.2744, -6.1493)
H (6.1443, -0.6955, -4.8533)
H (3.4763, 0.2998, -4.6954)
H (4.9092, 2.0492, -4.0234)
H (5.7027, 0.8694, -2.8906)
H (3.7977, 0.5212, -1.6340)
H (2.6796, 1.2773, -2.8598)
H (3.0618, 3.7997, -0.3988)
H (2.6336, 2.1035, -0.3913)
H (1.9031, 3.1233, -1.5546)
C (0.5763, 1.6015, -7.1848)
N (1.5712, 2.0065, -6.1057)
O (1.6644, 1.2873, -5.1031)
O (2.2852, 2.9832, -6.2630)
H (0.4742, 2.4434, -7.8928)
H (-0.3568, 1.4551, -6.7090)
H (0.9859, 0.6533, -7.5570)

Summary:
**DFT total energy**: -6776.1187 Ha
**2S+1**: 1

These are the Mulliken partial charges, in e, on atoms 1 to 8: O -0.935; V 0.627; O -0.356; O -0.221; V 0.488; O -1.059; K 0.969; P 0.699